Entry 1:
Here is a structure of composition C20H11BrCl5NO4TeZr from the Open Molecules 2025 dataset. Energies are from ωB97M-V/def2-TZVPD.

Results
- Kohn-Sham gap: 5.9 eV
- Multiplicity: 1
- Energy above the lowest of the compared OMol25 structures with the same formula, charge and spin: 0.622 eV
- Net charge: +2
- LUMO level: -8.8 eV

Each line ends with the Löwdin charge.
Atoms and positions in Å:
Zr  2.745  -1.689  -0.654  1.69
Cl  -1.065  -2.316  0.564  0.72
C  0.288  -3.351  1.110  -0.60
C  1.506  -3.210  0.496  -0.31
C  2.505  -3.984  1.039  -0.62
Cl  4.174  -3.682  0.408  0.71
C  2.356  -4.905  2.070  -0.70
Cl  3.664  -5.821  2.649  0.79
C  1.072  -5.042  2.610  -0.68
Cl  0.794  -6.166  3.858  0.78
C  0.017  -4.240  2.141  -0.69
Cl  -1.538  -4.374  2.828  0.76
Br  -0.075  3.160  -0.679  0.98
C  0.939  2.616  -2.209  -0.65
C  1.539  3.509  -3.079  -0.03
C  2.360  2.948  -4.049  0.02
C  2.588  1.572  -4.067  0.06
C  1.903  0.796  -3.155  -0.17
N  1.054  1.320  -2.267  -0.03
C  2.189  -0.634  -2.808  -0.56
O  3.366  -1.070  -2.746  -0.02
O  1.262  -1.298  -2.211  -0.17
H  1.397  4.577  -3.001  0.13
H  2.861  3.590  -4.761  0.14
H  3.292  1.124  -4.755  0.14
C  -0.821  0.958  1.887  -0.34
Te  -0.164  0.257  0.011  1.78
C  -2.163  0.535  -0.630  -0.35
C  -2.840  1.341  0.454  -0.31
C  -4.110  1.868  0.243  -0.02
C  -4.720  2.607  1.243  -0.04
C  -4.068  2.826  2.450  -0.04
C  -2.804  2.304  2.665  -0.01
C  -2.187  1.556  1.666  -0.31
H  -0.069  1.643  2.280  0.09
H  -0.817  0.066  2.523  0.09
H  -2.588  -0.461  -0.782  0.07
H  -2.120  1.029  -1.601  0.08
H  -4.618  1.703  -0.699  0.13
H  -5.706  3.020  1.078  0.12
H  -4.546  3.408  3.226  0.12
H  -2.297  2.473  3.606  0.13
O  2.427  -0.714  1.041  -0.48
O  3.017  0.150  0.008  -0.41

Entry 2:
Here is a structure of composition C20H11Cl3F5N2ORu at a distorted geometry from the Open Molecules 2025 dataset. Energies are from ωB97M-V/def2-TZVPD.

Results
- Kohn-Sham gap (spin up / spin down): 4.7 / 4.8 eV
- Multiplicity: 1
- Energy above the lowest of the compared OMol25 structures with the same formula, charge and spin: 0.389 eV
- Net charge: +1
- LUMO level (spin up / spin down): -6.7 / -6.7 eV

Each line ends with the Löwdin charge.
Atoms and positions in Å:
Ru  0.506  -0.428  0.161  1.23
Cl  5.342  4.339  -1.808  0.76
C  3.919  3.504  -1.385  -0.66
C  4.029  2.210  -0.852  -0.11
C  2.879  1.564  -0.506  -0.51
Cl  2.930  -0.069  0.095  0.87
C  1.588  2.137  -0.665  -0.44
O  0.516  1.534  -0.291  -0.19
C  1.529  3.441  -1.250  -0.59
Cl  -0.003  4.140  -1.496  0.78
C  2.680  4.112  -1.587  -0.10
H  4.999  1.749  -0.731  0.12
H  2.627  5.104  -2.011  0.12
C  -3.839  0.116  -3.234  -0.04
C  -2.458  0.204  -3.303  -0.05
C  -1.698  0.025  -2.159  -0.03
C  -2.329  -0.236  -0.950  -0.22
C  -3.716  -0.332  -0.873  0.00
C  -4.464  -0.154  -2.021  -0.05
N  -1.512  -0.420  0.207  -0.07
N  -2.091  -0.578  1.302  0.14
C  -1.176  -0.746  2.343  -0.24
C  -1.619  -0.999  3.628  0.02
C  -0.671  -1.159  4.632  -0.01
C  0.692  -1.059  4.353  -0.03
C  1.135  -0.796  3.067  -0.06
C  0.202  -0.654  2.035  -0.22
H  -4.433  0.250  -4.128  0.12
H  -1.969  0.405  -4.246  0.12
H  -0.618  0.086  -2.225  0.09
H  -4.189  -0.548  0.073  0.11
H  -5.541  -0.230  -1.972  0.12
H  -2.678  -1.071  3.832  0.13
H  -0.996  -1.360  5.643  0.12
H  1.410  -1.186  5.151  0.12
H  2.196  -0.717  2.868  0.10
F  0.678  -2.193  -1.777  0.04
C  0.395  -2.391  -0.435  -0.45
F  -0.818  -2.984  -0.367  0.09
C  1.406  -3.425  0.095  -0.61
F  1.183  -3.661  1.389  0.16
F  1.320  -4.568  -0.570  0.20
F  2.659  -2.955  -0.033  0.10

Entry 3:
Here is a structure of composition C20H11MnN5O4S2 at a distorted geometry from the Open Molecules 2025 dataset. Energies are from ωB97M-V/def2-TZVPD.

Results
- Kohn-Sham gap (spin up / spin down): 3.4 / 3.4 eV
- Multiplicity: 2
- Energy above the lowest of the compared OMol25 structures with the same formula, charge and spin: 0.181 eV
- Net charge: 0
- LUMO level (spin up / spin down): -4.2 / -4.3 eV

Each line ends with the Mulliken spin population.
Atoms and positions in Å:
Mn  0.325  0.459  -0.380  0.94
N  0.519  2.266  0.688  0.00
C  0.268  2.008  2.092  -0.01
C  0.291  2.987  3.045  0.00
C  0.088  2.664  4.399  0.00
C  -0.120  1.369  4.779  0.00
C  -0.158  0.337  3.816  0.00
C  -0.373  -1.022  4.135  0.00
C  -0.403  -1.948  3.131  0.00
C  -0.234  -1.530  1.803  0.01
N  -0.032  -0.274  1.466  -0.03
C  0.024  0.667  2.456  0.01
H  1.529  2.358  0.547  0.00
H  0.102  3.144  0.405  0.00
H  0.481  4.015  2.759  0.00
H  0.116  3.452  5.140  0.00
H  -0.260  1.114  5.822  0.00
H  -0.512  -1.315  5.168  0.00
H  -0.556  -2.997  3.338  0.00
H  -0.273  -2.254  0.999  0.00
S  -1.951  0.750  -0.780  0.01
C  -1.993  1.498  -2.316  0.02
C  -3.278  1.769  -2.864  0.00
N  -4.322  1.967  -3.305  0.01
C  -0.834  1.849  -3.004  0.01
S  0.721  1.503  -2.406  0.04
C  -0.893  2.535  -4.252  0.00
N  -0.909  3.098  -5.253  0.00
O  1.945  -5.024  -4.248  0.00
C  1.801  -5.076  -3.028  0.00
O  1.872  -5.933  -2.138  0.00
C  1.368  -3.690  -2.389  0.00
C  0.042  -3.264  -2.443  0.00
C  -0.306  -2.081  -1.829  0.00
N  0.600  -1.311  -1.202  -0.03
C  1.887  -1.725  -1.154  0.01
C  2.305  -2.909  -1.714  0.00
C  2.819  -0.756  -0.445  -0.01
O  3.983  -1.002  -0.258  0.01
O  2.186  0.327  -0.068  0.00
H  -0.716  -3.841  -2.953  0.00
H  -1.332  -1.733  -1.829  0.00
H  3.340  -3.202  -1.611  0.00

Entry 4:
Here is a structure of composition C20H12AuIN3O2S2Se from the Open Molecules 2025 dataset. Energies are from ωB97M-V/def2-TZVPD.

Results
- Kohn-Sham gap: 6.3 eV
- Multiplicity: 1
- Energy above the lowest of the compared OMol25 structures with the same formula, charge and spin: 0.781 eV
- Net charge: -1
- LUMO level: 1.6 eV

Each line ends with the Löwdin charge.
Atoms and positions in Å:
Au  0.489  0.455  1.317  0.74
S  -0.022  -0.346  4.168  0.46
C  1.238  -1.201  3.479  -1.23
N  1.731  -1.007  2.242  -0.17
C  2.747  -1.888  1.918  -0.33
C  3.441  -1.938  0.714  -0.04
C  4.417  -2.902  0.524  -0.10
C  4.719  -3.824  1.526  -0.12
C  4.045  -3.776  2.740  -0.11
C  3.071  -2.807  2.926  -0.49
S  2.065  -2.509  4.314  0.98
H  3.207  -1.222  -0.062  0.03
H  4.949  -2.943  -0.418  0.10
H  5.478  -4.578  1.360  0.09
H  4.270  -4.486  3.528  0.10
Se  2.603  0.657  -2.117  1.09
N  1.468  1.600  -1.143  -0.27
C  0.827  2.393  -1.984  -0.37
C  -0.198  3.330  -1.604  -0.01
C  -0.782  4.066  -2.574  -0.07
C  -0.405  3.946  -3.961  -0.09
C  0.562  3.095  -4.368  -0.04
C  1.218  2.282  -3.382  -0.41
N  2.161  1.403  -3.659  -0.26
H  -0.507  3.381  -0.568  0.09
H  -1.572  4.757  -2.306  0.11
H  -0.929  4.550  -4.692  0.10
H  0.843  2.988  -5.407  0.10
I  -5.756  -3.525  -0.037  0.80
C  -4.648  -1.785  0.340  -0.74
C  -3.351  -1.893  0.810  -0.15
C  -2.596  -0.736  0.975  -0.03
C  -3.125  0.515  0.679  -0.12
C  -4.451  0.594  0.261  -0.02
C  -5.220  -0.547  0.082  -0.16
C  -2.335  1.821  0.728  -0.61
O  -2.976  2.864  0.607  0.01
O  -1.058  1.794  0.828  -0.22
H  -2.923  -2.859  1.042  0.09
H  -1.586  -0.820  1.355  0.05
H  -4.865  1.576  0.076  0.11
H  -6.244  -0.475  -0.258  0.08

Entry 5:
Here is a structure of composition C20H12BCl3F4N5O2RhS2Si at a distorted geometry from the Open Molecules 2025 dataset. Energies are from ωB97M-V/def2-TZVPD.

Results
- Kohn-Sham gap (spin up / spin down): 5.6 / 5.6 eV
- Multiplicity: 1
- Energy above the lowest of the compared OMol25 structures with the same formula, charge and spin: 1.341 eV
- Net charge: -2
- LUMO level (spin up / spin down): 3.5 / 3.5 eV

Each line ends with the Löwdin charge.
Atoms and positions in Å:
Rh  0.365  -0.012  0.297  0.47
S  -0.044  1.930  1.789  0.66
C  -1.102  1.163  2.944  -0.77
C  -1.379  1.923  4.135  -0.29
N  -1.587  2.571  5.067  0.13
C  -1.672  -0.031  2.756  -0.79
S  -1.422  -0.983  1.336  0.63
C  -2.571  -0.575  3.742  -0.28
N  -3.297  -1.030  4.511  0.14
C  -4.863  -1.841  -5.755  -0.09
O  -4.916  -0.631  -6.496  -0.10
C  -3.773  0.121  -6.505  -0.29
C  -3.839  1.349  -7.154  -0.03
C  -2.747  2.200  -7.160  -0.05
C  -1.560  1.852  -6.497  -0.32
C  -1.487  0.576  -5.917  -0.01
C  -2.582  -0.275  -5.915  0.00
N  -0.577  2.841  -6.365  0.02
N  0.542  2.647  -5.752  0.04
C  0.796  2.281  -4.462  -0.25
C  2.144  2.041  -4.147  -0.02
C  2.554  1.512  -2.942  -0.01
C  1.632  1.167  -1.946  -0.33
O  1.986  0.653  -0.822  -0.19
C  0.235  1.464  -2.209  -0.14
N  -0.631  1.119  -1.226  -0.01
C  -1.902  1.411  -1.349  -0.13
C  -2.387  2.143  -2.436  -0.03
C  -1.534  2.487  -3.451  0.01
C  -0.180  2.094  -3.392  -0.07
H  -5.862  -2.269  -5.809  0.08
H  -4.596  -1.662  -4.711  0.10
H  -4.144  -2.542  -6.188  0.09
H  -4.773  1.642  -7.621  0.11
H  -2.803  3.172  -7.638  0.10
H  -0.579  0.251  -5.427  0.10
H  -2.488  -1.223  -5.402  0.10
H  2.870  2.246  -4.926  0.10
H  3.601  1.322  -2.737  0.11
H  -2.563  1.070  -0.561  0.10
H  -3.438  2.399  -2.485  0.11
H  -1.890  3.068  -4.287  0.11
Cl  1.155  -1.411  3.744  0.16
Si  1.863  -0.947  1.802  -0.66
Cl  3.454  0.317  2.338  0.13
Cl  2.883  -2.722  1.350  0.14
F  -1.295  -3.190  -2.918  0.10
B  -0.931  -1.843  -2.756  -1.21
F  -0.069  -1.434  -3.800  0.10
F  -2.095  -1.037  -2.746  0.09
F  -0.238  -1.681  -1.503  0.03

Question: Which of these has the highest net charge?
Answer: C20H11BrCl5NO4TeZr

Question: Among the records above, which one has the highest energy above the lowest of the compared OMol25 structures with the same formula, charge and spin?
Answer: C20H12BCl3F4N5O2RhS2Si

Question: Among the records above, which one has the lowest net charge?
Answer: C20H12BCl3F4N5O2RhS2Si